[1]
This record from the OMol25 dataset describes a cluster of 3 separate species, C29H65BBrN3O6 in total. The level of theory is wB97M-V/def2-TZVPD.

Summary:
- SMILES: [H]/N=C\C[C@](CO[C@@](CN)(CCCCCCCCCCCCC)B(O)O)(OCCNC)[C@@H](Br)CC.CCO.CCO
- Gap between HOMO and LUMO: 9.3 eV
- LUMO: 0.45 eV
- Spin multiplicity: 1

Each line ends with the Löwdin charge.
Geometry (Å):
H  -2.245  -2.675  -0.356  0.031
N  -1.383  -2.090  -0.299  0.066
C  -1.560  -1.037  -1.162  -0.176
C  -2.860  -0.755  -2.119  -0.105
C  -4.257  -0.420  -1.262  -0.384
C  -3.855  0.776  -0.164  -0.127
O  -3.565  0.168  1.138  -0.142
C  -3.272  1.149  2.187  -0.317
C  -2.684  0.264  3.480  -0.155
N  -2.913  1.012  4.798  -0.022
C  -2.101  2.239  1.831  -0.131
C  -0.704  1.562  1.256  -0.177
C  -0.338  2.351  -0.135  -0.217
C  1.299  2.455  -0.340  -0.213
C  1.773  1.277  -1.380  -0.238
C  3.240  1.592  -2.081  -0.207
C  3.933  0.091  -2.337  -0.214
C  5.578  0.296  -2.263  -0.214
C  5.963  0.306  -0.639  -0.209
C  6.184  -1.251  -0.142  -0.211
C  7.550  -1.944  -0.781  -0.215
C  8.826  -1.748  0.266  -0.250
C  9.401  -0.198  0.139  -0.152
B  -4.598  1.944  2.784  -0.404
O  -5.976  1.416  2.825  0.075
O  -4.343  3.335  3.285  0.008
O  -4.645  -1.687  -0.629  -0.158
C  -5.975  -1.633  -0.009  -0.158
C  -6.913  -2.740  -0.802  -0.189
N  -6.290  -4.125  -0.864  -0.147
C  -6.118  -4.624  -2.281  -0.172
C  -5.319  0.162  -2.372  -0.556
Br  -4.796  1.999  -3.088  0.646
C  -5.507  -0.804  -3.702  -0.273
C  -7.069  -0.548  -4.242  -0.141
H  -0.645  -0.277  -1.256  0.088
H  -2.564  0.102  -2.861  0.101
H  -3.031  -1.723  -2.796  0.131
H  -4.753  1.526  -0.186  0.126
H  -2.938  1.336  -0.664  0.117
H  -3.394  -0.688  3.537  0.135
H  -1.581  -0.094  3.324  0.131
H  -2.031  1.016  5.369  0.082
H  -3.594  0.450  5.379  0.087
H  -1.802  2.767  2.856  0.140
H  -2.538  3.076  1.140  0.116
H  -0.853  0.399  1.137  0.099
H  0.150  1.688  2.077  0.121
H  -0.841  1.889  -1.104  0.092
H  -0.749  3.469  -0.077  0.116
H  1.497  3.489  -0.894  0.114
H  1.904  2.481  0.669  0.117
H  1.010  1.129  -2.278  0.112
H  1.784  0.266  -0.761  0.114
H  3.900  2.266  -1.382  0.107
H  3.076  2.145  -3.115  0.118
H  3.580  -0.401  -3.343  0.113
H  3.661  -0.634  -1.440  0.094
H  6.127  -0.587  -2.821  0.097
H  5.902  1.294  -2.793  0.108
H  6.913  0.967  -0.421  0.095
H  4.998  0.713  -0.069  0.109
H  6.228  -1.258  1.045  0.115
H  5.267  -1.877  -0.536  0.102
H  7.302  -3.094  -0.883  0.107
H  7.852  -1.480  -1.819  0.098
H  8.427  -1.930  1.353  0.102
H  9.719  -2.456  -0.037  0.082
H  10.569  -0.231  0.381  0.080
H  8.818  0.529  0.859  0.070
H  9.239  0.120  -0.983  0.072
H  -5.903  0.443  2.596  0.097
H  -4.256  3.975  2.498  0.100
H  -5.844  -2.065  1.095  0.144
H  -6.451  -0.568  0.071  0.134
H  -7.932  -2.851  -0.199  0.127
H  -7.123  -2.351  -1.893  0.092
H  -5.379  -4.178  -0.355  0.102
H  -6.990  -4.345  -3.013  0.090
H  -6.071  -5.814  -2.251  0.091
H  -5.095  -4.295  -2.789  0.081
H  -6.421  0.324  -1.944  0.106
H  -5.341  -1.947  -3.481  0.096
H  -4.743  -0.410  -4.523  0.105
H  -7.829  -0.726  -3.341  0.077
H  -7.271  -1.344  -5.084  0.082
H  -7.247  0.548  -4.617  0.075
C  12.134  -5.869  1.097  -0.097
C  10.711  -5.372  0.956  -0.320
O  10.634  -4.410  -0.086  -0.113
H  12.813  -5.038  1.316  0.078
H  12.211  -6.608  1.900  0.074
H  12.479  -6.326  0.164  0.072
H  10.377  -4.897  1.884  0.116
H  10.028  -6.195  0.725  0.109
H  10.924  -4.844  -0.907  0.095
C  -4.978  6.800  4.548  -0.092
C  -4.461  7.356  3.237  -0.323
O  -4.708  6.431  2.188  -0.097
H  -4.494  5.846  4.780  0.073
H  -4.792  7.499  5.368  0.073
H  -6.054  6.605  4.489  0.076
H  -3.382  7.528  3.293  0.114
H  -4.950  8.303  2.992  0.106
H  -5.669  6.291  2.141  0.093

=====

[2]
This record from the OMol25 dataset describes a cluster of 8 separate species, C29H65O10P in total. The level of theory is wB97M-V/def2-TZVPD.

Summary:
- SMILES: CP(C)C1=CC(=O)C=C(O)C1=O.CC(C)O.CC(C)O.CC(C)O.CC(C)O.CC(C)O.CC(C)O.CC(C)O
- Gap between HOMO and LUMO: 7.3 eV
- LUMO: -1.06 eV
- Spin multiplicity: 1

Each line ends with the Löwdin charge.
Geometry (Å):
C  0.722  -2.706  1.365  -0.298
P  1.018  -1.045  0.656  0.926
C  2.550  -0.458  1.487  -0.278
C  -0.286  -0.090  1.532  -0.298
C  -0.285  0.214  2.835  0.010
C  -1.375  1.051  3.401  -0.380
O  -1.203  1.810  4.328  0.112
C  -2.680  0.933  2.718  0.088
C  -2.706  0.650  1.419  -0.232
O  -3.852  0.615  0.676  0.052
C  -1.406  0.451  0.700  -0.341
O  -1.255  0.768  -0.452  0.108
H  -0.309  -2.966  1.127  0.036
H  1.391  -3.409  0.878  0.021
H  0.842  -2.727  2.450  0.039
H  2.415  0.498  1.985  0.038
H  3.311  -0.361  0.720  -0.002
H  2.891  -1.185  2.225  0.040
H  0.513  -0.098  3.496  0.124
H  -3.589  1.110  3.276  0.135
H  -3.986  -0.281  0.338  0.110
C  6.045  2.882  0.103  -0.055
C  6.103  1.573  -0.668  -0.491
C  6.377  1.794  -2.149  -0.058
O  4.898  0.832  -0.487  -0.071
H  5.234  3.507  -0.283  0.079
H  5.855  2.706  1.160  0.060
H  6.980  3.439  0.008  0.080
H  6.886  0.938  -0.248  0.136
H  5.575  2.389  -2.592  0.071
H  6.420  0.842  -2.678  0.079
H  7.321  2.321  -2.302  0.078
H  4.175  1.368  -0.848  0.065
C  -6.633  -1.347  0.220  -0.058
C  -7.198  -1.126  1.613  -0.483
C  -8.220  -0.003  1.636  -0.056
O  -6.134  -0.859  2.530  -0.057
H  -6.134  -0.438  -0.125  0.054
H  -5.904  -2.160  0.235  0.082
H  -7.407  -1.592  -0.507  0.086
H  -7.659  -2.048  1.970  0.137
H  -7.753  0.932  1.321  0.061
H  -8.617  0.133  2.642  0.081
H  -9.049  -0.207  0.957  0.085
H  -5.704  -0.048  2.233  0.059
C  0.327  3.055  -3.177  -0.055
C  1.127  2.767  -1.919  -0.495
C  1.011  3.887  -0.898  -0.055
O  2.500  2.522  -2.241  -0.065
H  0.697  3.964  -3.662  0.080
H  0.421  2.232  -3.885  0.081
H  -0.729  3.196  -2.946  0.081
H  0.772  1.836  -1.475  0.112
H  1.401  4.821  -1.312  0.080
H  1.587  3.650  -0.003  0.076
H  -0.028  4.049  -0.610  0.080
H  2.856  3.323  -2.641  0.085
C  1.267  -7.990  -1.137  -0.060
C  0.769  -6.937  -0.159  -0.487
C  -0.715  -7.095  0.134  -0.057
O  1.048  -5.627  -0.647  -0.082
H  0.743  -7.893  -2.091  0.071
H  2.334  -7.861  -1.324  0.079
H  1.100  -8.998  -0.753  0.078
H  1.331  -7.012  0.774  0.135
H  -1.293  -6.979  -0.787  0.080
H  -1.048  -6.335  0.841  0.074
H  -0.935  -8.079  0.552  0.078
H  0.572  -5.522  -1.484  0.033
C  6.721  3.802  5.725  -0.063
C  6.988  3.950  4.236  -0.503
C  7.513  5.334  3.888  -0.062
O  5.817  3.649  3.478  -0.062
H  5.960  4.519  6.045  0.081
H  6.355  2.800  5.950  0.079
H  7.624  3.982  6.309  0.079
H  7.716  3.200  3.923  0.137
H  6.774  6.095  4.156  0.081
H  7.704  5.413  2.818  0.076
H  8.436  5.555  4.425  0.079
H  5.136  4.287  3.717  0.090
C  1.377  -3.676  -3.197  -0.047
C  1.329  -5.065  -3.804  -0.485
C  1.435  -5.044  -5.320  -0.055
O  0.140  -5.745  -3.379  -0.075
H  0.545  -3.062  -3.555  0.089
H  1.287  -3.748  -2.113  0.059
H  2.307  -3.158  -3.430  0.089
H  2.142  -5.665  -3.392  0.139
H  0.599  -4.483  -5.748  0.082
H  1.403  -6.056  -5.722  0.080
H  2.362  -4.569  -5.642  0.083
H  -0.615  -5.249  -3.716  0.102
C  -7.201  3.909  -2.436  -0.061
C  -7.960  3.000  -1.483  -0.497
C  -8.366  3.728  -0.211  -0.060
O  -7.194  1.835  -1.178  -0.066
H  -6.280  4.264  -1.963  0.082
H  -6.927  3.371  -3.343  0.079
H  -7.797  4.779  -2.713  0.079
H  -8.853  2.618  -1.982  0.138
H  -7.477  4.077  0.322  0.083
H  -8.918  3.062  0.453  0.071
H  -8.991  4.594  -0.433  0.080
H  -6.385  2.123  -0.738  0.083